The following is a quantum chemistry calculation of a 13-piece molecular cluster, C24H21Cl48INO4PS overall, from OMol25.

HOMO ... -8.286 eV
Energy ... -664205.51810 eV
Strongest force on any atom ... 0.0354 Eh/bohr

Structure (XYZ):
```
101
Properties=species:S:1:pos:R:3:forces:R:3:mulliken_charge:R:1
Cl 7.85087 0.83732 6.12476 -0.03 0.01 -0.01 -0.0839
Cl -5.07341 5.31125 2.33993 0.01 0.00 -0.02 -0.1087
C 1.09630 -4.57571 3.33387 0.08 0.05 0.06 0.0582
Cl 4.05085 -6.36362 7.86488 0.00 -0.01 0.01 -0.1057
Cl -0.96787 0.96089 4.70356 -0.01 0.03 0.09 0.0939
I 3.53336 -0.90174 1.30394 -0.20 -0.13 -0.06 0.0210
Cl -3.25820 -7.78210 -1.58126 -0.03 -0.12 0.10 -0.0975
Cl 1.18339 3.68908 -6.64285 0.15 0.10 0.10 0.0204
Cl 4.45652 -4.20089 6.00637 0.13 -0.05 0.09 0.0158
Cl 0.44383 -5.15704 -5.17963 -0.01 0.01 0.01 -0.1020
O 3.71547 0.71083 -1.08886 0.62 0.51 -0.70 -0.4162
Cl 4.80104 -6.92585 5.13959 0.16 -0.09 0.02 -0.1008
N -2.32818 2.54693 -2.46061 -0.07 0.05 0.15 0.4252
C -3.34218 5.28388 2.00187 -0.05 -0.02 0.01 0.2249
H -3.47041 2.53407 -0.72211 0.11 0.08 -0.17 0.3437
Cl 7.19370 0.74779 3.31477 0.11 0.02 -0.07 -0.0011
Cl -5.40430 -6.60440 -3.10076 0.01 -0.01 -0.01 -0.0998
H -0.44186 4.65741 0.88579 0.04 -0.24 0.33 -0.0007
S 0.80996 4.31955 0.54672 0.41 -0.14 -0.49 -0.1733
C 0.43952 0.60872 -0.44299 -0.42 -1.43 -1.05 1.3586
H 1.37675 -1.33966 -0.90452 -0.21 -0.01 -0.35 0.4559
C 2.92952 0.02230 -0.56306 -0.46 -0.36 0.40 -0.2471
Cl -3.08346 5.33286 0.24770 -0.01 0.02 -0.04 -0.0736
C 5.00769 -5.80579 6.48821 0.00 0.04 0.05 0.2841
O -2.55227 0.79404 -3.94039 -0.18 0.05 0.06 -0.5775
Cl 4.38808 -0.11018 4.89476 -0.02 -0.11 0.20 -0.0400
C -3.51027 2.08951 -1.72233 -0.37 -0.18 0.17 0.1382
H -0.34480 0.55469 -2.51335 0.20 0.03 0.13 0.5212
H -2.04666 0.39296 2.39630 0.01 0.26 -0.08 -0.2058
H -0.56623 -2.06204 -1.03337 -0.12 0.01 0.04 0.0328
Cl 4.05905 2.55205 5.96827 0.05 -0.02 0.00 -0.1017
H -5.63685 2.47773 -1.70346 0.04 -0.05 -0.03 0.4720
C -2.25758 1.95333 -3.75741 -0.04 -0.45 -0.38 0.3740
Cl 1.10862 -4.49418 1.56862 0.02 -0.01 -0.02 -0.0217
H -2.78901 -0.11324 0.88380 0.06 0.11 0.00 0.5438
H -2.09646 -1.90733 -0.13784 0.09 0.11 -0.14 0.3925
Cl 3.73636 4.63684 -5.68038 -0.01 -0.02 0.02 -0.0975
Cl -6.31654 -5.77658 2.73558 -0.10 0.11 0.12 -0.0917
Cl -2.16109 1.75073 7.20527 -0.01 -0.01 0.00 -0.1051
C -1.00830 -1.92855 -0.04417 -0.03 0.01 -0.16 -0.7951
Cl 9.84230 1.51930 4.15298 0.01 -0.01 0.01 -0.1067
Cl -0.84772 -2.97475 -3.80365 0.00 0.05 -0.01 -0.0378
Cl 1.21544 -4.50833 -2.47912 0.04 0.07 0.05 -0.0691
C 3.21371 1.11692 5.38507 -0.11 -0.05 -0.12 0.1477
Cl 1.33480 6.13584 -5.12279 -0.01 0.01 -0.01 -0.1128
C -5.01029 -7.58739 -1.68731 -0.09 0.02 -0.04 0.3219
Cl 6.91526 2.06602 0.04828 0.00 0.01 0.01 -0.0343
Cl 2.22100 1.53086 3.99096 0.09 0.06 0.16 -0.0686
C -1.08230 2.39651 -1.67787 -0.29 -0.26 -0.02 -0.1888
Cl -5.60258 -6.78709 -0.22928 0.11 -0.09 -0.08 -0.0226
Cl 2.02606 -3.23549 4.00206 -0.14 0.14 -0.13 0.0827
H -0.75120 -2.80281 0.55645 -0.02 0.05 -0.12 0.1057
Cl -0.56501 -4.46626 3.92587 -0.03 -0.07 -0.05 -0.0362
P -0.36240 -0.46846 0.88744 0.55 0.07 1.46 0.7643
Cl 7.66374 4.39409 -1.47772 0.01 0.01 -0.01 -0.1149
H -2.76931 3.43673 -5.16417 0.11 0.00 -0.03 0.2663
C 2.01416 4.51622 -5.32344 0.04 0.09 -0.05 0.1295
H -1.53733 0.36869 -1.26939 0.10 -0.03 -0.11 0.0384
Cl 0.35052 1.85958 -11.05398 0.00 0.00 0.01 -0.0891
Cl -2.63252 3.80132 2.64187 0.05 -0.05 0.04 0.0288
Cl -3.72763 0.32564 5.24273 -0.02 -0.01 -0.01 -0.1174
Cl -0.66383 1.89343 -8.35503 -0.11 -0.16 -0.18 -0.0872
C -0.86925 2.55349 -9.98506 -0.01 0.01 -0.03 0.3157
C 0.68143 2.55793 0.99098 0.21 0.81 0.38 0.4330
Cl -6.42615 -5.87694 5.61697 -0.01 -0.02 -0.02 -0.1015
C -0.63634 0.92998 -1.52871 -0.19 0.40 0.01 -0.8266
H 1.61907 -0.06418 -2.17557 -0.10 -0.17 -0.03 0.4092
Cl 6.71363 -5.74055 6.94296 -0.01 0.00 0.00 -0.1085
Cl 1.78213 3.60657 -3.82695 0.08 -0.09 0.11 0.0854
C 8.12241 1.59723 4.55437 0.05 0.01 -0.05 0.2807
O 1.17663 1.75429 0.03805 -0.51 0.51 -0.41 -0.1776
Cl -2.56656 6.68100 2.74777 0.01 0.00 -0.01 -0.0843
O 0.32104 2.22178 2.07517 -0.56 -0.40 -0.12 -0.2169
H -4.73644 3.52010 -2.80905 0.02 -0.08 0.07 0.3429
H -1.57630 2.22917 -5.75513 -0.11 0.12 0.03 0.0882
Cl 7.61542 3.28709 4.61554 -0.03 0.00 0.00 -0.0964
C -4.80826 2.50228 -2.41363 0.06 0.02 -0.04 -1.6900
Cl -1.35927 -5.69192 -2.99099 0.03 0.10 -0.05 -0.0107
H -1.08309 3.51966 -4.60992 -0.14 0.07 -0.13 0.1832
H -0.30131 3.00866 -2.12601 0.00 0.09 0.17 -0.3814
C -1.88613 2.84236 -4.91198 0.38 0.04 0.56 -0.6857
Cl 4.95447 3.40681 -1.58053 0.01 0.22 -0.05 -0.0101
C -2.11638 0.50305 5.95572 0.02 -0.01 -0.02 0.1972
Cl -1.62055 -1.03414 6.67412 0.00 -0.01 0.00 -0.1047
H -3.53373 1.00134 -1.58105 0.11 0.04 -0.01 0.1063
Cl 7.07645 1.91287 -2.82961 0.00 0.00 0.00 -0.1165
Cl -5.76512 -9.17715 -1.83709 0.00 0.03 -0.01 -0.1002
Cl 2.19503 0.46701 6.67730 -0.02 0.00 -0.01 -0.1115
Cl -0.68040 4.30779 -9.93042 0.00 0.00 0.01 -0.1031
H -1.95600 1.44005 0.93535 -0.01 0.00 0.26 -0.5228
C 6.64894 2.94449 -1.45868 -0.02 -0.04 0.04 0.2103
C -5.38095 -6.06303 4.20722 0.05 0.00 0.02 0.3272
H -5.05023 1.82075 -3.23291 0.03 0.11 0.02 0.3440
H -1.34814 2.77776 -0.68900 0.27 0.28 -0.11 -0.1230
Cl 1.82010 -6.10595 3.84002 -0.15 0.08 0.01 -0.0884
Cl -2.48033 2.14918 -10.58043 0.01 0.00 0.01 -0.1001
C 1.54140 -0.28300 -1.11149 0.48 0.29 0.85 -0.7025
Cl -4.72144 -7.69834 4.16589 0.02 0.00 0.01 -0.1052
C -0.13954 -4.58252 -3.61576 0.01 -0.01 -0.01 0.2195
Cl -4.06187 -4.88986 4.30230 -0.03 0.00 -0.02 -0.0299
C -1.93419 0.41844 1.31505 -0.18 -0.39 -0.52 0.1251
```
Positions in Å, forces in eV/Å.


The following is a quantum chemistry calculation of C24H21Cl7CoS as an isolated structure, from OMol25.

2S+1 ... 4
Expectation value of S² ... 3.76
HOMO (spin up / spin down) ... -7.725 / -7.866 eV
Energy ... -161349.47281 eV
ΔE to the lowest compared entry with this formula, charge and spin ... 25.3 kJ/mol
Strongest force on any atom ... 0.0093 Eh/bohr

Structure (XYZ):
```
54
Properties=species:S:1:pos:R:3:forces:R:3:nbo_charge:R:1
Cl -0.18221 0.41856 -2.49545 -0.06 -0.04 -0.37 0.0086
C 1.15863 -0.74189 3.36397 -0.01 0.04 -0.01 -0.6503
H 3.24819 0.62544 -1.61313 -0.04 -0.03 -0.07 0.2353
H 3.75103 -1.04311 0.44647 0.01 0.00 -0.01 0.2327
H -5.53606 0.19700 -3.99053 -0.03 0.00 -0.01 0.2308
H -3.74901 0.01175 -5.70752 -0.01 0.00 -0.04 0.2221
H -0.38062 4.24647 1.32697 0.01 0.02 0.02 0.2226
Cl -1.85401 -1.84119 2.02050 0.13 -0.06 0.02 0.0055
C -4.16767 0.39158 -2.37387 -0.10 -0.02 0.03 -0.0790
Cl 2.02868 -1.92310 -1.76406 -0.09 0.01 0.07 -0.0119
Cl 0.14656 -6.52552 0.27804 0.00 0.02 0.00 0.0567
C -0.76031 -2.69622 0.95691 -0.16 -0.05 0.10 0.0352
C 0.11486 -4.80643 0.21535 -0.03 0.00 0.01 -0.0838
H -1.36703 0.11339 -4.98854 0.03 0.00 -0.02 0.2291
C -0.74911 -4.08833 1.03777 -0.01 -0.02 0.02 -0.1313
C -1.88419 0.34878 -2.92901 0.16 0.00 0.07 -0.0853
C 1.16838 0.27557 2.25328 -0.01 -0.01 0.02 -0.0397
C 2.24412 1.13900 0.24384 0.05 -0.02 -0.01 -0.0480
H -0.43906 1.09183 4.24112 0.00 0.00 0.02 0.2243
Cl -1.78080 -4.93258 2.12925 0.02 0.03 -0.01 0.0515
H -1.69420 3.08865 1.58166 -0.02 -0.01 0.03 0.2361
C 2.17944 0.19045 1.27518 0.04 0.01 -0.03 0.0056
C -0.80917 1.47044 3.29344 0.05 0.05 0.02 -0.6648
C -2.84193 0.44455 -1.91802 0.05 0.05 0.07 -0.1068
H 1.99497 -0.57029 4.04608 0.02 -0.01 0.00 0.2257
H 1.61255 4.07225 -0.65522 0.01 0.02 0.01 0.2266
C 0.21901 1.30939 2.20033 -0.11 -0.08 -0.04 0.0588
C -0.80812 3.29671 0.99381 0.02 0.00 0.03 -0.6473
H 3.67280 2.20432 -0.96395 -0.02 0.04 0.01 0.2231
C 0.03624 -1.96474 0.08462 0.12 0.16 -0.14 -0.5489
H 1.26442 -1.75057 2.97009 0.00 -0.04 -0.04 0.2324
C 0.21830 2.19765 1.10185 -0.04 0.04 0.05 -0.1119
Co -0.23920 0.08835 -0.02513 -0.13 -0.22 0.40 1.2010
C 3.42790 1.18065 -0.69304 -0.02 0.00 0.06 -0.6477
C -2.17038 0.19188 -4.27115 -0.07 0.00 0.02 -0.2185
H 3.89059 -0.75598 2.18332 0.00 0.01 0.04 0.2263
C 3.18741 -0.92487 1.36435 -0.01 0.04 0.01 -0.6536
H -1.14730 3.42060 -0.03040 0.00 0.01 0.01 0.2382
C 0.95639 -4.11975 -0.65466 0.03 -0.02 -0.02 -0.0907
S -2.46681 0.63829 -0.22120 0.08 0.11 -0.19 -0.3652
C -4.49404 0.23865 -3.70941 0.03 0.00 -0.03 -0.2149
Cl -5.47156 0.51392 -1.23593 0.03 0.00 -0.01 0.0186
H -1.73251 0.93801 3.05718 -0.02 -0.01 -0.03 0.2418
H 1.86517 2.78384 -1.83317 0.03 -0.03 -0.02 0.2264
H 2.69203 -1.87533 1.55415 -0.02 -0.02 0.00 0.2337
H 4.31046 0.75839 -0.22179 0.01 -0.01 0.00 0.2274
C -3.49601 0.13573 -4.66516 0.01 0.01 0.06 -0.2159
H 0.24349 3.26625 -1.40507 0.00 -0.01 0.00 0.2333
Cl 2.04146 -5.00071 -1.66310 -0.01 0.00 0.02 0.0480
H -1.06088 2.51626 3.44505 0.02 0.03 0.00 0.2243
H 0.23932 -0.72706 3.93609 -0.02 0.01 0.01 0.2326
C 1.22635 2.10533 0.12243 -0.06 0.04 -0.03 0.0305
C 1.24203 3.10585 -1.00584 0.01 -0.01 0.00 -0.6654
C 0.90140 -2.72810 -0.68874 0.12 0.01 -0.10 -0.0641
```
Positions in Å, forces in eV/Å.